Arrangement w

A structure of composition C53H48AsN8O3S3Zn. Source: the Open Molecules 2025 dataset; level of theory: the ωB97M-V functional and the def2-TZVPD basis.

Results
total charge = +1
Kohn-Sham gap = 7.58 eV

Each line ends with the Löwdin charge.
Positions of all 117 atoms, in Å:
As (0.15458, -2.71133, -2.26342)  1.3740
Zn (-0.33516, 1.55048, -0.42575)  0.6681
S (-1.45410, 0.01574, -5.96791)  1.0647
S (1.08318, 4.33670, 0.64507)  0.6021
S (-1.91531, 4.28359, 2.22126)  1.0995
O (2.00905, 4.01019, -0.40604)  -0.2820
O (0.26395, 5.50666, 0.50467)  -0.3093
O (-1.81854, 0.65376, 5.27256)  0.0841
N (3.95445, 4.30069, 5.80495)  0.1150
N (1.38949, 0.32880, -0.95038)  0.0681
N (-0.80759, -0.06084, 0.92500)  0.0154
N (0.15948, 2.39185, -2.22757)  0.0473
N (-2.07736, 2.43603, 0.46151)  -0.0186
N (0.29806, -0.15278, 5.23370)  -0.0507
N (-1.26471, -0.24585, -3.40632)  -0.0049
N (0.12206, 2.99966, 0.83455)  -0.1937
C (1.77344, -5.10965, -2.90643)  -0.0976
C (-4.21900, 0.32566, -5.46641)  -0.0785
C (3.55810, 2.80125, -3.60712)  -0.0124
C (1.37745, -4.84760, -5.64416)  -0.0809
C (3.32694, 4.35980, 4.58276)  -0.3206
C (-2.60192, -0.02337, -3.66916)  -0.3431
C (2.33252, -6.02809, -3.78431)  -0.0778
C (-2.56258, -3.30882, -3.36655)  -0.0948
C (1.40324, 3.88092, -4.21782)  0.0273
C (-0.95138, -4.11429, -0.11562)  -0.2092
C (2.94942, 3.43964, 2.38458)  -0.0717
C (-1.82766, -0.88151, 0.67233)  -0.1208
C (-4.91302, 0.26164, -3.14820)  -0.0697
C (2.32241, 5.30725, 4.34553)  -0.0161
C (1.47203, 2.18397, -2.50952)  -0.1976
C (-3.85271, -3.79600, -3.21203)  -0.0695
C (-2.58721, -1.45104, 1.67875)  -0.0164
C (-1.65561, -3.41267, -2.32522)  -0.3068
C (1.36390, -0.91812, 4.60618)  -0.1984
C (-1.05556, -4.68688, 1.14715)  -0.0239
C (-3.47692, 3.64008, 1.82380)  -0.3656
C (-0.50078, 3.30608, -2.90073)  -0.0835
C (-2.02309, -4.03527, -1.12295)  -0.2053
C (-0.57951, -0.24350, -4.49433)  -0.5125
C (-2.91215, 0.13289, -5.03180)  -0.4725
C (3.62773, 3.42121, 3.58437)  -0.0360
C (0.51051, 0.32533, 6.60092)  -0.1857
C (0.26475, -3.54163, -0.51175)  -0.3475
C (0.02601, -4.66245, 2.01414)  -0.0710
C (1.00077, -4.06409, -3.39410)  -0.3766
C (-4.22951, -4.39052, -2.01482)  -0.0686
C (1.64230, 5.32177, 3.14392)  -0.0540
C (1.96800, 4.39728, 2.16419)  -0.3009
C (2.17094, 1.18158, -1.79201)  -0.2418
C (0.82800, -3.92455, -4.76953)  -0.1291
C (4.22688, 1.90374, -2.82658)  -0.0489
C (-3.36369, 2.68091, 0.88422)  -0.2251
C (-1.16807, -0.35971, 3.26638)  -0.0966
C (-2.26982, -1.16517, 2.99525)  0.0370
C (3.52773, 1.07914, -1.92363)  -0.0028
C (-0.91306, 0.08455, 4.68359)  -0.4225
C (0.07053, 4.03470, -3.95277)  -0.0158
C (2.12574, -5.90686, -5.14992)  -0.0819
C (0.77283, 1.82715, 6.66365)  -0.0599
C (-5.21298, 0.38244, -4.50956)  -0.0730
C (2.16294, 2.96330, -3.46222)  -0.1445
C (1.34561, -3.52480, 0.35729)  -0.1152
C (-0.47797, 0.17643, 2.19578)  -0.0715
C (-1.20035, 3.20108, 1.08869)  -0.7576
C (2.56974, -0.05795, 4.23162)  -0.0652
C (-3.61974, 0.05605, -2.71734)  -0.0190
C (-3.31956, -4.51885, -0.97645)  -0.0247
C (1.22599, -4.08237, 1.62336)  -0.0888
H (3.88523, 5.11024, 6.39703)  0.0981
H (0.25100, -3.08964, -5.15644)  0.0801
H (-6.23917, 0.52750, -4.81848)  0.1096
H (0.49172, -0.40279, -4.52441)  0.0730
H (4.08752, 3.42068, -4.31915)  0.1220
H (4.82577, 3.80306, 5.85982)  0.0962
H (-0.54164, 4.71908, -4.52162)  0.1159
H (1.22342, -4.74462, -6.71039)  0.1062
H (4.07241, 0.34757, -1.33826)  0.1191
H (-5.23863, -4.76137, -1.89269)  0.1074
H (0.35089, 0.85909, 2.35052)  0.1145
H (3.30787, -0.66601, 3.70666)  0.0785
H (-1.52872, 3.47824, -2.60238)  0.1275
H (2.06914, -4.07517, 2.30218)  0.1030
H (-2.86945, -1.53715, 3.81565)  0.1349
H (-2.04652, -1.06323, -0.37458)  0.0913
H (1.89024, 4.46024, -4.99207)  0.1289
H (-2.26927, -2.85548, -4.30724)  0.0981
H (-4.36492, 4.01939, 2.29893)  0.0698
H (1.96208, -0.16471, -0.27669)  0.1010
H (-4.44569, 0.42227, -6.51943)  0.1132
H (2.29272, -3.10120, 0.03824)  0.1017
H (1.68212, -1.69528, 5.30686)  0.1237
H (-3.37233, -0.03547, -1.66653)  0.0899
H (-3.62420, -5.00195, -0.05608)  0.1082
H (-5.71320, 0.33180, -2.42342)  0.1074
H (-0.08855, 2.36550, 6.27197)  0.0745
H (-4.56405, -3.71014, -4.02292)  0.1090
H (0.92673, -0.40601, -1.52189)  0.0025
H (2.08635, 6.03074, 5.11572)  0.1165
H (1.65581, 2.10742, 6.08795)  0.0536
H (2.27139, 0.77406, 3.59228)  0.0515
H (4.40291, 2.68694, 3.76842)  0.1130
H (-4.18015, 2.11693, 0.45946)  0.1077
H (0.85791, 6.04164, 2.94942)  0.1135
H (2.54526, -6.63746, -5.82844)  0.1061
H (5.29947, 1.79871, -2.91396)  0.1135
H (1.34392, -0.23327, 7.02747)  0.1202
H (-3.43280, -2.07594, 1.42859)  0.1169
H (-0.06570, -5.10320, 2.99824)  0.1076
H (3.16605, 2.72580, 1.59933)  0.1125
H (2.92684, -6.84675, -3.39991)  0.1066
H (-1.98041, -5.15583, 1.45961)  0.1109
H (-0.39068, 0.10420, 7.17387)  0.1223
H (0.96666, -1.41635, 3.72301)  0.1025
H (3.04106, 0.35243, 5.12467)  0.0733
H (0.92461, 2.12803, 7.70026)  0.0801
H (1.93487, -5.21597, -1.84048)  0.0927

Arrangement x

A structure of composition C53H48AsN8O3S3Zn. Source: the Open Molecules 2025 dataset; level of theory: the ωB97M-V functional and the def2-TZVPD basis.

Results
total charge = +1
Kohn-Sham gap = 7.64 eV

Each line ends with the Löwdin charge.
Positions of all 117 atoms, in Å:
As (0.53471, -3.04112, -1.79622)  1.3656
Zn (-0.47338, 1.56537, -0.68094)  0.6373
S (-1.35666, 4.89492, 1.89869)  1.0941
S (-1.87529, 0.05330, -5.21134)  1.0895
S (1.68452, 3.51057, 0.78410)  0.5883
O (-2.32559, 0.06885, 4.93777)  0.0890
O (1.61359, 4.75837, 0.06907)  -0.2928
O (2.54861, 2.46109, 0.29278)  -0.3144
N (-1.92963, 3.14691, 0.13020)  -0.0114
N (0.09509, 2.75724, -2.33061)  0.0649
N (3.28312, 4.59674, 6.38191)  0.1161
N (0.21805, 2.81518, 0.85189)  -0.2017
N (-1.65181, 0.44098, -2.67051)  0.0181
N (-1.35406, 0.03308, 0.48549)  0.0338
N (-0.11878, -0.34473, 4.61151)  -0.0512
N (1.31117, 0.52705, -1.28149)  0.0581
C (-1.05775, 0.13720, 1.78701)  -0.0634
C (2.26704, 5.33472, 4.32072)  -0.0155
C (2.06023, -0.18519, 3.41460)  -0.0611
C (-3.88556, 1.36023, -2.13582)  -0.0283
C (-4.48556, 1.09485, -4.88379)  -0.0739
C (-3.60939, -5.21390, -1.36822)  -0.0719
C (3.12305, 0.83388, -2.91783)  0.0030
C (-3.02852, -1.56902, 1.04469)  -0.0147
C (1.85339, 3.08995, -3.95545)  -0.1327
C (-1.40391, -4.64810, -0.60002)  -0.2034
C (0.92389, -1.07356, 3.89664)  -0.1950
C (0.83759, -3.88750, -0.08010)  -0.3603
C (1.27163, 2.36854, -2.89693)  -0.1641
C (-0.93478, 3.55373, 0.89364)  -0.7257
C (-0.50527, 3.83447, -2.77068)  -0.0832
C (-2.94448, 4.88981, 1.23233)  -0.3800
C (2.63877, -6.02106, -4.80531)  -0.0797
C (3.29363, 3.15924, 4.44424)  -0.0400
C (2.96103, 4.37102, 5.06038)  -0.3180
C (-2.31653, -0.82009, 0.12519)  -0.1173
C (0.19044, 1.67538, 6.00640)  -0.0537
C (3.70694, 1.55340, -3.98326)  -0.0481
C (2.19037, 3.85741, 2.42983)  -0.2902
C (0.95043, -5.25182, 2.32368)  -0.0707
C (2.04616, -4.51105, 1.89481)  -0.0865
C (-5.41275, 1.59834, -3.99721)  -0.0691
C (3.08762, 2.65540, -4.49365)  -0.0133
C (1.97891, -5.50402, -2.54834)  -0.0914
C (-1.41272, -0.28962, 4.21393)  -0.4227
C (1.44030, -4.29740, -2.98027)  -0.3888
C (-5.11701, 1.72681, -2.63187)  -0.0638
C (2.91029, 2.90600, 3.14325)  -0.0805
C (0.18589, 0.15499, 5.95379)  -0.1870
C (-1.02726, 0.00276, -3.71274)  -0.4751
C (-3.23902, 0.72095, -4.38134)  -0.4623
C (-3.42925, -4.42289, -2.49774)  -0.0776
C (1.89522, 5.08308, 3.01537)  -0.0785
C (-3.06601, 3.89484, 0.32908)  -0.2371
C (1.51315, -3.95543, -4.32750)  -0.1350
C (1.16906, 4.23775, -4.41893)  0.0187
C (-2.72960, -1.44489, 2.39055)  0.0351
C (1.92910, 1.22047, -2.38182)  -0.2485
C (-0.00282, 4.61039, -3.83236)  -0.0159
C (1.98660, -3.81619, 0.69392)  -0.1071
C (-1.70707, -0.58738, 2.76821)  -0.1011
C (-0.26295, -4.64193, 0.33967)  -0.2010
C (-2.60288, -5.32910, -0.42028)  -0.0224
C (-2.22837, -3.75133, -2.69179)  -0.0967
C (-2.93318, 0.85651, -3.02468)  -0.3156
C (-0.20299, -5.31618, 1.55585)  -0.0167
C (2.57883, -6.36038, -3.46097)  -0.0735
C (2.10373, -4.81736, -5.24039)  -0.0840
C (-1.21999, -3.87408, -1.74919)  -0.3314
H (3.86255, 2.41943, 4.99512)  0.1160
H (-2.76074, -5.94477, 0.45664)  0.1093
H (3.63159, -0.03244, -2.51232)  0.1233
H (-5.87327, 2.11425, -1.96181)  0.1097
H (-3.64304, 1.44971, -1.08535)  0.0873
H (2.03503, 6.29049, 4.77438)  0.1169
H (-4.22010, -4.34060, -3.23182)  0.1055
H (-1.04287, -5.90688, 1.89953)  0.1094
H (2.82956, -0.78956, 2.93159)  0.0855
H (2.99764, -7.29826, -3.12017)  0.1077
H (-0.55321, -0.24369, 6.64955)  0.1230
H (1.10877, -3.00926, -4.67311)  0.0841
H (0.47561, -1.60529, 3.05892)  0.1088
H (-3.68081, 5.61481, 1.53462)  0.0699
H (2.94527, -4.47653, 2.49677)  0.1055
H (-4.54204, -5.74424, -1.22673)  0.1074
H (1.96547, 0.46544, -0.50679)  0.0919
H (0.44673, 2.01987, 7.00905)  0.0817
H (-0.79747, 2.06237, 5.75833)  0.0769
H (-0.01158, -0.37106, -3.68475)  0.0560
H (0.91553, 2.09123, 5.30514)  0.0545
H (1.40405, 5.85258, 2.43576)  0.0984
H (-3.80648, -2.23198, 0.69600)  0.1156
H (-1.42377, 4.11134, -2.26602)  0.1142
H (4.65573, 1.22564, -4.38526)  0.1129
H (-3.95835, 3.67401, -0.23646)  0.0994
H (-3.28923, -1.98189, 3.14602)  0.1346
H (-0.29754, 0.86533, 2.04463)  0.0992
H (2.84301, -3.24249, 0.35792)  0.1042
H (-2.08499, -3.14736, -3.58144)  0.0949
H (1.16121, -0.24679, 6.23144)  0.1182
H (1.70602, 0.55790, 2.69670)  0.0484
H (3.18606, 1.97791, 2.66068)  0.0915
H (0.99893, -5.78980, 3.26158)  0.1078
H (-6.38828, 1.89302, -4.35956)  0.1113
H (2.52416, 0.35063, 4.24466)  0.0661
H (3.53338, 3.21697, -5.30471)  0.1211
H (-4.71989, 0.99038, -5.93433)  0.1143
H (4.02451, 4.04082, 6.77340)  0.0958
H (1.00596, -0.41090, -1.55712)  -0.0093
H (3.10492, -6.69352, -5.51316)  0.1068
H (2.15178, -4.54720, -6.28716)  0.1053
H (3.28330, 5.55251, 6.69563)  0.0966
H (1.92936, -5.78337, -1.50332)  0.1000
H (-0.54402, 5.48845, -4.15337)  0.1147
H (1.31374, -1.84158, 4.57180)  0.1249
H (-2.52723, -0.89658, -0.93129)  0.0890
H (1.59364, 4.81455, -5.23134)  0.1271

Referenced to the most stable arrangement, the calculated values in kJ/mol are arrangement w 91.1; arrangement x 0.0.

Arrangement w

A cluster of 13 separate species, C4H32NO14S in total. Source: the Open Molecules 2025 dataset; level of theory: the ωB97M-V functional and the def2-TZVPD basis.

Results
total charge = -1
Kohn-Sham gap = 8.77 eV

Each line ends with the natural charge from an NBO analysis.
Positions of all 52 atoms, in Å:
S (2.70060, 0.89591, -3.57422)  -0.0745
O (-0.66551, 2.46663, 2.64582)  -0.9826
O (-3.21114, -3.55791, 0.67397)  -0.9431
O (-1.44083, 0.46868, 0.14291)  -0.8605
O (-3.30831, 1.76665, -2.84797)  -0.9600
O (2.13344, -0.57049, 3.76515)  -0.9576
O (3.45586, -2.38955, -0.05814)  -0.9358
O (1.39436, -4.25033, -1.08223)  -0.9594
O (-2.62966, -0.82935, -1.18253)  -0.7677
O (-0.84762, -1.49559, 3.00909)  -0.9593
O (-0.05662, 2.87504, -0.92459)  -0.9671
O (-3.94937, -0.21905, 1.77203)  -0.9835
O (-2.83657, 2.56150, 0.99839)  -1.0047
O (3.70912, 2.76287, 1.93446)  -0.9841
O (1.50047, 1.24958, 1.75818)  -1.0201
N (0.59094, -1.67042, -0.09720)  -0.8760
C (-1.52506, -0.44726, -0.74372)  0.7746
C (-0.21003, -1.13259, -1.22248)  -0.1646
C (1.81400, -0.39762, -2.57843)  -0.4881
C (0.56438, 0.01663, -1.85871)  -0.4177
H (-1.51397, 2.33066, 2.14200)  0.5232
H (-0.27296, -0.92365, 2.48803)  0.4820
H (-3.18285, 0.91154, -2.42108)  0.4922
H (1.42235, 1.38815, 0.81025)  0.4794
H (4.10886, -2.63783, 0.59762)  0.4703
H (-2.50556, -3.52800, 1.35038)  0.4602
H (-1.41208, -0.89906, 3.51712)  0.4771
H (-3.40962, -0.89147, 2.20089)  0.4824
H (3.09178, 1.73501, -2.64197)  0.1130
H (1.62422, -3.32841, -1.21724)  0.4964
H (-3.07923, 2.39565, -2.15346)  0.4632
H (-3.66810, 2.29222, 1.41095)  0.4852
H (-2.62743, 1.67483, 0.56617)  0.5107
H (-0.26558, 3.30709, 2.38913)  0.4808
H (1.99427, 0.18467, 3.16582)  0.4854
H (-0.06587, 1.91531, -0.66000)  0.4744
H (2.61795, -0.59278, -1.86285)  0.2160
H (-0.93430, 3.13799, -0.61965)  0.4780
H (-3.66357, 0.00192, 0.88068)  0.4947
H (0.62969, 1.65421, 2.03566)  0.5173
H (3.12762, -1.53299, 0.25532)  0.4678
H (-0.49159, -1.92397, -1.91904)  0.2066
H (0.74025, 0.92882, -1.22037)  0.1783
H (1.04135, -0.90139, 0.35383)  0.3701
H (0.64483, -4.46624, -1.65289)  0.4587
H (1.64295, -1.25167, 3.29033)  0.4597
H (3.09872, 2.01162, 2.04037)  0.4989
H (0.09328, -2.42812, 0.34097)  0.3968
H (-2.87003, -2.80312, 0.17021)  0.4814
H (-0.04347, 0.51149, -2.63098)  0.2401
H (3.58674, 3.20999, 1.08714)  0.4644
H (1.71072, -1.27527, -3.22346)  0.2272

Arrangement x

A cluster of 13 separate species, C4H32NO14S in total. Source: the Open Molecules 2025 dataset; level of theory: the ωB97M-V functional and the def2-TZVPD basis.

Results
total charge = -1
Kohn-Sham gap = 8.49 eV

Each line ends with the natural charge from an NBO analysis.
Positions of all 52 atoms, in Å:
S (0.97996, 3.11863, 1.35142)  -0.1026
O (-0.90942, 1.81140, -2.93629)  -0.9507
O (0.24850, -0.28773, 1.23965)  -0.7802
O (-0.55797, 0.01640, -0.80095)  -0.8224
O (-1.49649, 4.17800, -2.02934)  -0.9426
O (4.71375, -0.27610, -0.65206)  -0.9445
O (-2.66845, -3.36921, 0.44931)  -0.9720
O (2.62117, 1.79735, -1.87174)  -0.9397
O (-1.04905, -2.56498, -1.23452)  -1.0179
O (-0.51370, -3.92380, 2.28038)  -0.9902
O (3.36685, 1.69742, 2.48866)  -0.9355
O (2.13009, -2.39111, 1.77665)  -0.9602
O (-1.37533, -0.72508, 4.41571)  -0.9442
O (2.35963, -1.49331, -1.75903)  -0.9547
O (0.88064, -2.34656, -4.05443)  -0.9871
N (-2.45607, 1.58520, -0.06347)  -0.6291
C (-3.38487, 0.49874, 0.19565)  -0.4159
C (-1.36424, 1.41197, 0.88485)  -0.1858
C (-0.79397, 2.82476, 1.02522)  -0.4887
C (-0.44981, 0.30454, 0.39160)  0.7828
H (-1.82521, 1.08219, 1.78574)  0.2150
H (-0.91889, 1.08338, -2.30230)  0.5054
H (3.19355, 2.29036, 1.77343)  0.4641
H (-2.92710, -0.52957, -0.11854)  0.1741
H (-2.15527, 1.89237, -0.90634)  0.3621
H (-2.16980, -1.16077, 4.06608)  0.4688
H (1.92799, 1.68474, -2.46870)  0.4661
H (1.45334, -2.44528, -3.32750)  0.4940
H (1.37324, -1.80161, 2.09546)  0.5151
H (-0.75031, -0.81339, 3.76011)  0.4767
H (-1.24103, -3.94807, 1.57708)  0.4928
H (-0.91288, 3.51202, 0.21847)  0.2321
H (2.57320, -2.74107, 2.39228)  0.4462
H (-0.38053, -2.93983, -0.68202)  0.4640
H (4.21908, -0.11427, 0.20672)  0.4700
H (-4.25275, 0.85221, -0.37095)  0.2043
H (2.23480, -2.24557, -1.20126)  0.4730
H (0.25188, -3.61143, 1.83344)  0.4690
H (0.08665, 2.06079, -2.81541)  0.4334
H (1.25783, 1.93637, 1.09752)  0.1191
H (-0.06887, -2.07018, -3.84330)  0.4869
H (1.94216, -0.79384, -1.22815)  0.4865
H (-0.60836, 3.84829, -2.35155)  0.4766
H (-3.67324, 0.47406, 1.27348)  0.1919
H (-1.21597, 3.27777, 1.87063)  0.2143
H (-1.99055, 3.48570, -1.66023)  0.4682
H (-0.85529, -1.53537, -1.19483)  0.5149
H (2.59414, 1.71893, 3.01089)  0.4746
H (3.93641, 0.26547, -1.06877)  0.4677
H (-2.15363, -2.60945, 0.20988)  0.4917
H (3.43917, 1.90517, -2.32636)  0.4804
H (-2.66498, -3.87665, -0.40227)  0.4820

Referenced to the most stable arrangement, the calculated values in kJ/mol are arrangement w 0.0; arrangement x 304.5.